(1)
Below is a cluster of 2 separate species, C2H6NS in total at a distorted geometry, with properties calculated with wB97M-V/def2-TZVPD.

Values from the calculation:
Kohn-Sham gap in eV: 6.96
E_HOMO in eV: -2.6
Total charge: -1

```
10
Properties=species:S:1:pos:R:3:forces:R:3
S 0.801 -1.674 1.111 0.013 -0.279 0.044
H 0.072 -2.742 0.741 0.032 0.015 0.036
C -1.314 0.729 -1.489 -2.379 -1.339 0.660
C 0.280 1.467 0.044 -0.327 0.360 0.358
N -0.491 1.740 -0.923 1.672 0.242 -1.096
H -1.103 0.521 -2.548 0.328 0.440 0.255
H -2.394 0.974 -1.453 0.326 0.471 -0.183
H -1.320 -0.247 -0.978 0.612 0.151 0.121
H 1.182 2.080 0.159 -0.434 0.408 0.366
H 0.123 0.689 0.795 0.157 -0.469 -0.562
```
Forces are in eV/Å.

***

(2)
Below is a cluster of 2 separate species, C2H6NS in total at a distorted geometry, with properties calculated with wB97M-V/def2-TZVPD.

Values from the calculation:
Kohn-Sham gap in eV: 6.23
E_HOMO in eV: -2.5
Total charge: -1

```
10
Properties=species:S:1:pos:R:3:forces:R:3
S 0.691 0.541 2.687 0.048 -0.138 -0.062
H 1.095 1.819 2.655 0.019 0.048 -0.035
C -1.046 -0.533 -3.095 0.697 0.259 -0.222
C -0.264 -0.769 -2.045 0.350 0.127 0.430
N -0.395 -0.099 -0.788 0.636 0.608 -0.728
H -1.540 0.427 -3.194 -0.927 -0.421 0.413
H -0.999 -1.174 -3.967 0.380 0.246 -0.199
H 0.651 -1.361 -2.149 -0.671 -0.949 -0.010
H 0.327 0.625 -0.791 -0.379 0.285 0.381
H -0.072 -0.672 -0.012 -0.152 -0.064 0.032
```
Forces are in eV/Å.

***

(3)
Below is the molecule C2H6O at a distorted geometry, with properties calculated with wB97M-V/def2-TZVPD.

Values from the calculation:
Kohn-Sham gap in eV: 11.19
E_HOMO in eV: -10.2
Total charge: 0
SMILES string: CCO

```
9
Properties=species:S:1:pos:R:3:forces:R:3
C 0.553 -0.703 0.270 -0.516 -0.624 1.319
C -0.559 0.143 -0.421 0.683 -0.461 1.917
H 0.369 -1.801 0.360 -0.195 0.694 -0.434
H 0.699 -0.398 1.359 -0.059 0.002 -1.459
H 1.483 -0.575 -0.298 -0.194 0.108 0.305
H -0.595 -0.158 -1.449 -0.592 -0.196 -0.515
H -1.549 0.135 0.120 0.835 -0.580 -0.809
H -0.320 1.890 0.483 0.753 -1.139 -2.480
O -0.083 1.466 -0.424 -0.714 2.197 2.157
```
Forces are in eV/Å.

***

(4)
Below is the molecule C2H6O at a distorted geometry, with properties calculated with wB97M-V/def2-TZVPD.

Values from the calculation:
Kohn-Sham gap in eV: 11.16
E_HOMO in eV: -10.0
Total charge: 0
SMILES string: COC

```
9
Properties=species:S:1:pos:R:3:forces:R:3
C -1.062 0.072 0.303 0.284 -1.436 0.839
O 0.004 0.906 0.048 -0.098 0.371 -0.278
C 1.063 0.095 -0.297 0.207 -1.446 0.859
H -0.466 -0.871 0.904 -2.777 2.072 -0.481
H -1.853 0.715 0.739 0.350 -1.001 0.281
H -1.441 -0.421 -0.608 0.011 0.151 0.121
H 0.920 -0.393 -1.275 0.058 0.154 0.089
H 0.885 -0.864 0.517 2.084 2.174 -1.839
H 1.950 0.760 -0.331 -0.118 -1.038 0.409
```
Forces are in eV/Å.

***

(5)
Below is a cluster of 2 separate species, C2H6O2 in total, with properties calculated with wB97M-V/def2-TZVPD.

Values from the calculation:
Kohn-Sham gap in eV: 11.85
E_HOMO in eV: -11.0
Total charge: 0
SMILES string: O=CO.C

```
10
Properties=species:S:1:pos:R:3:forces:R:3
C -0.079 -0.995 1.608 0.274 -0.255 0.895
H 0.353 -0.054 1.946 -0.245 0.234 -0.516
H 0.736 -1.685 1.458 0.332 -0.286 -0.260
H -0.718 -0.978 0.736 -0.071 0.374 -0.079
H -0.624 -1.382 2.466 -0.287 -0.057 -0.077
O -0.181 2.169 -0.991 -0.099 0.034 0.200
C -0.154 1.325 -1.834 0.059 -0.045 -0.031
O 0.592 0.209 -1.785 -0.339 -0.318 0.292
H -0.748 1.343 -2.752 0.107 0.089 -0.196
H 0.824 0.048 -0.852 0.269 0.230 -0.228
```
Forces are in eV/Å.

***

(6)
Below is a cluster of 2 separate species, C2H6O2 in total at a distorted geometry, with properties calculated with wB97M-V/def2-TZVPD.

Values from the calculation:
Kohn-Sham gap (alpha / beta) in eV: 8.35 / 7.68
E_HOMO (alpha / beta) in eV: -7.7 / -7.3
Total charge: 0

```
10
Properties=species:S:1:pos:R:3:forces:R:3
C 1.059 -0.058 0.036 -0.567 2.382 -0.796
C -0.397 0.022 -0.181 -0.282 -0.681 3.208
O -0.796 -0.715 -1.214 1.229 0.818 0.446
O -1.066 1.182 0.136 0.290 -0.522 0.311
H 1.312 -0.984 0.287 0.992 -3.860 1.216
H 1.632 0.171 -0.806 0.404 0.199 -2.537
H 1.564 0.628 0.651 -0.422 0.963 1.871
H -0.800 -1.283 1.520 0.180 1.346 -1.470
H -1.643 -0.445 -1.508 -1.702 0.360 -0.345
H -0.865 1.481 1.079 -0.121 -1.005 -1.905
```
Forces are in eV/Å.

***

(7)
Below is a cluster of 2 separate species, C2H6O2 in total at a distorted geometry, with properties calculated with wB97M-V/def2-TZVPD.

Values from the calculation:
Kohn-Sham gap in eV: 10.94
E_HOMO in eV: -10.0
Total charge: 0
SMILES string: CC=O.O

```
10
Properties=species:S:1:pos:R:3:forces:R:3
O 0.235 -0.409 -0.929 -0.018 -0.781 -0.118
C -0.339 -1.471 -1.042 0.111 1.009 0.240
C 0.340 -2.793 -1.322 -0.336 -0.325 -0.315
H -1.450 -1.441 -0.937 0.287 -0.441 -0.065
H 1.017 -2.695 -2.187 -0.200 0.052 0.414
H -0.436 -3.539 -1.565 0.397 0.174 0.113
H 0.921 -3.159 -0.459 -0.242 0.317 -0.265
O -0.156 5.334 3.174 0.180 -0.500 -1.104
H -0.418 4.434 2.873 0.308 0.978 0.278
H 0.286 5.737 2.393 -0.486 -0.483 0.822
```
Forces are in eV/Å.

***

(8)
Below is a cluster of 2 separate species, C2H6O2S in total at a distorted geometry, with properties calculated with wB97M-V/def2-TZVPD.

Values from the calculation:
Kohn-Sham gap in eV: 9.78
E_HOMO in eV: -9.1
Total charge: 0
SMILES string: O=CO.CS

```
11
Properties=species:S:1:pos:R:3:forces:R:3
C -4.531 0.145 -2.828 -1.394 -2.129 -0.206
S -3.018 0.846 -3.640 -1.539 -1.596 -1.346
H -4.269 -0.958 -2.745 -0.519 1.357 0.296
H -4.842 0.503 -1.826 1.008 0.177 -0.506
H -5.542 0.139 -3.386 1.896 0.490 0.194
H -3.178 -0.132 -4.707 0.548 1.701 1.567
O 3.572 0.163 3.512 -0.513 0.587 -0.259
C 4.670 -0.225 3.652 1.545 -0.765 1.806
O 5.643 0.391 4.430 -5.302 1.161 1.457
H 5.042 -1.235 3.478 -0.163 -0.407 -1.018
H 6.452 0.363 4.060 4.434 -0.576 -1.985
```
Forces are in eV/Å.

***

(9)
Below is a cluster of 2 separate species, C2H6O2S2 in total at a distorted geometry, with properties calculated with wB97M-V/def2-TZVPD.

Values from the calculation:
Kohn-Sham gap in eV: 9.82
E_HOMO in eV: -9.4
Total charge: 0
SMILES string: O=CO.CSS

```
12
Properties=species:S:1:pos:R:3:forces:R:3
C -1.747 -2.370 0.191 1.743 0.381 0.079
S -0.422 -1.079 -0.179 0.073 -1.671 -0.983
S -0.506 0.358 1.203 -1.298 0.904 -0.133
H -1.589 -2.567 1.253 -0.850 0.078 -0.110
H -2.675 -1.982 -0.173 -0.700 0.063 0.429
H -1.505 -3.309 -0.336 0.183 0.646 -0.027
H 0.003 -0.209 2.263 0.717 -0.582 0.803
O 2.223 1.996 -2.138 1.289 0.431 0.494
C 2.109 2.348 -1.001 -2.049 -1.237 -1.104
O 0.827 2.711 -0.593 0.982 0.115 0.628
H 2.854 2.228 -0.198 0.049 0.526 -0.227
H 0.428 1.875 -0.294 -0.138 0.349 0.152
```
Forces are in eV/Å.

***

(10)
Below is a structure of composition C2H6O2Sc at a distorted geometry, with properties calculated with wB97M-V/def2-TZVPD.

Values from the calculation:
Kohn-Sham gap in eV: 8.40
E_HOMO in eV: -14.6
Total charge: +1

```
11
Properties=species:S:1:pos:R:3:forces:R:3
O 2.938 0.986 -0.968 -2.431 -0.084 1.000
O 0.627 0.318 0.938 3.906 -1.864 -0.986
H 2.272 1.718 -1.237 1.801 -1.626 0.527
Sc 2.349 -0.309 0.327 -2.089 3.045 -0.592
C -0.728 0.286 0.640 -1.812 0.852 0.106
C -1.203 -0.899 -0.185 0.076 -0.206 -0.339
H -0.944 1.214 0.071 -0.181 -0.335 0.502
H -1.289 0.298 1.595 0.331 0.199 -0.401
H -1.099 -0.691 -1.262 0.122 -0.267 0.285
H -0.653 -1.814 0.088 -0.144 0.131 -0.088
H -2.270 -1.107 -0.006 0.419 0.153 -0.015
```
Forces are in eV/Å.

***

(11)
Below is a cluster of 2 separate species, C2H6O3P in total at a distorted geometry, with properties calculated with wB97M-V/def2-TZVPD.

Values from the calculation:
Kohn-Sham gap in eV: 7.07
E_HOMO in eV: -3.0
Total charge: -1

```
12
Properties=species:S:1:pos:R:3:forces:R:3
C 1.454 1.159 -0.222 -0.659 -0.998 0.160
C -2.291 -0.166 0.490 0.163 0.067 -1.921
O -0.020 -0.872 0.857 -1.098 0.145 1.023
O 1.576 -1.566 -0.865 -0.843 0.490 0.634
O -2.379 0.692 -0.388 -0.092 -1.250 1.424
P 1.452 -0.594 0.629 0.874 -0.108 -1.535
H 1.395 2.058 0.409 0.259 -0.393 0.061
H 2.216 1.216 -0.978 0.797 0.180 -0.095
H 0.537 1.083 -0.786 -0.599 0.178 -0.184
H -2.439 0.068 1.550 0.134 0.116 0.140
H -2.113 -1.260 0.256 -0.375 1.095 0.174
H 0.611 -1.818 -0.953 1.439 0.478 0.119
```
Forces are in eV/Å.

***

(12)
Below is a cluster of 2 separate species, C2H6O3P in total at a distorted geometry, with properties calculated with wB97M-V/def2-TZVPD.

Values from the calculation:
Kohn-Sham gap (alpha / beta) in eV: 8.52 / 7.42
E_HOMO (alpha / beta) in eV: -4.3 / -3.5
Total charge: -1

```
12
Properties=species:S:1:pos:R:3:forces:R:3
C -1.241 -0.325 0.184 0.669 0.531 0.659
C 0.945 0.458 -0.849 -0.773 1.980 1.052
O 2.714 0.957 0.963 0.436 -0.171 -1.127
O 3.128 -1.307 -0.563 -0.592 1.244 0.518
O 0.982 1.834 -0.733 1.241 -1.155 1.429
P 2.288 -0.306 0.200 0.572 0.314 -0.184
H -2.093 0.367 0.034 0.837 -0.438 -0.412
H -0.915 -1.021 -0.552 -0.664 -0.597 -0.545
H -1.221 -0.719 1.219 0.389 0.366 -0.658
H 0.757 0.311 -1.885 -0.499 -1.268 -0.683
H 1.646 1.867 0.067 -0.644 0.527 -0.690
H 1.658 -0.895 1.241 -0.972 -1.332 0.640
```
Forces are in eV/Å.

***

| no. | energy (a.u.) |
| --- | --- |
| 1 | -532.72901 |
| 2 | -532.73115 |
| 3 | -155.01287 |
| 4 | -154.95562 |
| 5 | -230.27827 |
| 6 | -230.12389 |
| 7 | -230.25737 |
| 8 | -628.41752 |
| 9 | -1026.62319 |
| 10 | -990.77608 |
| 11 | -646.92373 |
| 12 | -646.86044 |